1.
8
Properties=species:S:1:pos:R:3:forces:R:3 method="wB97M-V/def2-TZVPD" spin_multiplicity=3 e_tot_ha=-589.00696 relative_energy_kcal_mol=1.15 max_force_ev_per_a=4.50 charge=0 orbital_gap_ev="10.744 / 6.826" s_squared=2.01 homo_energy_ev="-9.93 / -9.48" lumo_ev="0.816 / -2.655"
C -0.833966 -0.467157 0.190032 -1.3 -0.5 -1.6
O -0.663141 -0.939197 1.452276 -0.1 -3.2 -0.3
O -0.392204 0.755398 -0.116130 -0.6 -1.3 0.2
S 2.342435 1.077368 -0.896398 0.3 0.8 -1.7
H -1.974308 -0.522687 0.098146 0.6 0.6 -0.8
H -0.481522 -1.325505 -0.457836 -0.1 1.1 -0.2
H -0.419334 -0.224747 1.936731 1.2 3.3 2.9
H 2.422040 1.646528 -2.206821 -0.1 -0.8 1.7

---

2.
24
Properties=species:S:1:pos:R:3:forces:R:3 method="wB97M-V/def2-TZVPD" spin_multiplicity=1 e_tot_ha=-611.47518 relative_energy_kcal_mol=67.41 max_force_ev_per_a=5.41 charge=0 orbital_gap_ev=10.215 smiles=O.O.O.O.O.O.O.O homo_energy_ev=-10.40 lumo_ev=-0.183
O 0.510417 0.197875 -0.328667 -1.8 -0.9 2.3
H 0.226417 -0.588125 0.254333 1.2 1.0 -1.4
H -0.162583 0.810875 0.059333 0.7 0.1 -0.6
O 0.423417 1.306875 -2.771667 -5.1 -0.6 1.7
H 1.204417 1.460875 -3.167667 4.3 0.5 -1.4
H 0.418417 0.893875 -1.886667 0.8 0.1 -0.8
O -0.824583 1.831875 1.719333 2.0 0.6 2.2
H -0.611583 2.701875 2.172333 -0.5 -1.3 -1.0
H -0.251583 1.204875 2.250333 -1.1 0.8 -1.0
O -2.260583 -0.889125 0.974333 2.1 -1.5 0.9
H -2.489583 -0.644125 1.925333 0.9 -0.8 -1.9
H -1.430583 -1.562125 0.916333 -3.0 2.2 1.1
O 0.769417 -2.830125 -1.529667 1.7 2.4 -1.9
H 1.107417 -2.036125 -2.148667 -1.4 -2.4 2.1
H 1.576417 -3.367125 -1.480667 -0.3 0.0 -0.1
O -3.264583 1.910875 0.535333 -1.7 -0.5 -1.4
H -3.438583 1.243875 -0.184667 0.7 1.0 1.4
H -2.353583 1.878875 0.800333 0.5 -0.5 -0.1
O 0.334417 -2.179125 1.261333 0.4 -0.2 2.2
H 0.672417 -2.602125 0.466333 0.4 -0.4 -0.3
H 0.803417 -2.483125 2.105333 -0.9 0.5 -2.2
O 3.312417 0.977875 -0.680667 -0.6 -0.9 0.1
H 3.369417 1.916875 -0.739667 0.3 1.1 -0.1
H 2.359417 0.843875 -0.521667 0.3 -0.3 0.0

---

3.
48
Properties=species:S:1:pos:R:3:forces:R:3 method="wB97M-V/def2-TZVPD" spin_multiplicity=1 e_tot_ha=-3155.65089 relative_energy_kcal_mol=27.45 max_force_ev_per_a=5.48 charge=-2 orbital_gap_ev="5.571 / 2.750" homo_energy_ev="-0.98 / 1.85" lumo_ev="4.587 / 4.605"
Bi 0.199509 0.616752 -0.943344 -3.1 4.2 -1.5
Cl 0.261003 -0.819807 -2.816847 0.4 -1.6 -0.8
C 2.134096 0.928096 -0.211324 1.5 -0.1 0.1
H 1.989930 1.576805 0.631630 0.1 0.4 0.5
H 2.697944 1.392040 -0.987286 0.6 0.4 -0.3
H 2.543537 -0.010182 0.064633 0.7 -0.8 0.5
Zn 0.685099 1.488814 -5.682965 -0.2 -2.1 0.7
C 2.448678 0.396435 -5.374638 -0.2 0.1 -0.3
C -1.247816 0.694336 -5.507799 0.2 0.1 -0.3
C 0.846275 3.321189 -6.081066 0.2 1.9 -0.6
H -1.798255 1.239293 -4.725710 0.1 -0.1 0.0
H -1.802296 0.843523 -6.449892 0.0 0.0 0.1
H -1.261475 -0.375778 -5.262869 -0.1 0.2 0.0
H 3.017993 0.846523 -4.546719 -0.1 -0.1 -0.1
H 2.272899 -0.662329 -5.141516 0.1 0.1 0.0
H 3.089653 0.454825 -6.270696 0.0 -0.1 0.1
H 1.808644 3.853631 -6.176797 -0.3 0.1 0.0
H -0.012592 3.996179 -6.241041 0.3 0.1 0.0
C -3.959642 -0.897047 1.061721 0.0 0.0 0.0
C -2.718923 0.004493 0.906316 -0.1 -0.2 -0.1
C -3.115537 1.487542 0.894442 0.0 0.1 -0.1
C -1.703880 -0.277295 2.011569 0.0 0.2 0.2
C -2.074564 -0.063168 3.342797 -0.1 0.0 -0.1
C -1.202065 -0.321475 4.389286 -0.2 0.1 0.2
C 0.070921 -0.800054 4.118050 0.3 -0.1 -0.2
C 0.499342 -1.032023 2.804984 -0.1 0.2 0.5
C 1.917162 -1.543442 2.565806 0.0 0.0 0.0
C 2.951178 -0.528679 3.084396 0.0 0.1 0.0
C 2.133505 -2.918104 3.228701 0.0 0.1 -0.1
C -0.396620 -0.761700 1.738901 0.7 -0.7 -1.9
O 0.008197 -0.995363 0.459149 -0.6 -2.1 3.4
H -4.480498 -0.699570 2.014487 0.1 -0.1 -0.3
H -3.656433 -1.955719 1.031270 -0.2 0.3 0.1
H -4.661464 -0.708132 0.233951 0.1 -0.1 0.2
H -2.286276 -0.238429 -0.082499 0.0 0.1 0.6
H -3.603469 1.779532 1.843374 0.2 -0.1 -0.3
H -2.220473 2.117656 0.750685 -0.4 -0.2 0.0
H -3.819878 1.684508 0.068369 0.2 0.0 0.2
H -3.074361 0.307129 3.593085 0.3 -0.1 -0.2
H -1.514850 -0.150170 5.418507 0.0 0.0 -0.2
H 0.734969 -0.993065 4.967508 -0.1 0.0 -0.3
H 2.087240 -1.681921 1.485890 -0.3 0.2 0.3
H 2.863324 -0.387206 4.176687 0.0 -0.1 -0.4
H 3.971996 -0.880612 2.862072 -0.2 0.1 0.1
H 2.804997 0.448395 2.596693 0.1 -0.3 0.2
H 1.408935 -3.643626 2.826247 0.2 0.2 0.2
H 3.151034 -3.276363 3.008701 -0.2 0.0 0.1
H 2.013305 -2.856437 4.323101 0.0 -0.1 -0.3

---

4.
21
Properties=species:S:1:pos:R:3:forces:R:3 method="wB97M-V/def2-TZVPD" spin_multiplicity=1 e_tot_ha=-419.77927 relative_energy_kcal_mol=38.07 max_force_ev_per_a=2.16 charge=0 orbital_gap_ev=8.994 smiles=CNCN.O.O.O homo_energy_ev=-8.38 lumo_ev=0.617
C -1.789539 0.128858 1.728119 1.1 -0.3 1.2
N -0.845911 0.323838 0.646060 0.2 -1.1 -1.0
C 0.422229 -0.443095 0.771760 -1.4 1.6 0.5
N 1.283057 -0.120985 -0.374038 -0.1 -0.3 1.0
H -1.829470 0.998642 2.386068 -0.6 0.3 -0.2
H -1.379374 -0.610925 2.460696 -0.4 0.0 -0.6
H -2.784691 -0.219304 1.417779 0.1 0.4 0.1
H -0.555793 1.280311 0.459041 -0.5 -0.4 0.5
H 0.916956 0.003147 1.644387 0.2 -0.6 0.3
H 0.127040 -1.482411 0.997091 0.6 0.2 -0.5
H 1.540915 -0.936746 -0.909468 -0.1 0.0 -0.2
H 2.112454 0.232021 0.086571 0.4 -0.2 -0.6
H -2.380557 -1.682910 0.352793 0.0 0.3 -0.1
H -1.756849 -3.012115 0.065348 0.4 -0.4 0.0
O -2.567659 -2.527743 -0.060969 -0.3 0.0 0.0
H 1.111571 2.261587 -0.259624 0.0 -0.1 0.2
H -0.060477 3.176976 -0.099612 0.1 0.2 0.2
O 0.622298 2.741064 0.428599 0.1 0.4 -0.6
H 3.169520 -0.491480 -3.607650 0.2 0.0 0.0
H 2.367142 0.548980 -4.389354 0.0 -0.3 0.2
O 2.277145 -0.167704 -3.743595 -0.1 0.3 -0.2

---

5.
80
Properties=species:S:1:pos:R:3:forces:R:3 method="wB97M-V/def2-TZVPD" spin_multiplicity=1 e_tot_ha=-2270.06222 max_force_ev_per_a=3.77 charge=+2 orbital_gap_ev="5.855 / 5.709" homo_energy_ev="-13.10 / -13.12" lumo_ev="-7.247 / -7.412"
P -2.888322 0.124119 0.433303 -0.5 0.6 -0.9
P 0.052834 1.504526 -2.710113 -0.8 0.2 0.0
C -2.533517 1.347760 -1.009129 -0.4 0.2 0.5
C -1.772065 1.013569 -2.320993 0.4 -0.2 -0.5
H -2.205552 2.314714 -0.572667 -0.1 0.0 -0.1
H -3.570211 1.509366 -1.297183 0.2 0.4 -0.3
H -1.872394 -0.056343 -2.571844 0.0 0.2 0.0
H -2.270550 1.596614 -3.109455 -0.2 -0.4 0.2
C -0.014500 3.328346 -2.821780 0.5 0.2 0.4
H 0.994801 3.702105 -2.588371 -0.4 0.0 -0.1
H -0.727748 3.750975 -2.103159 0.2 0.0 -0.1
H -0.277097 3.643998 -3.837861 0.1 -0.1 0.4
C 0.306629 1.059531 -4.452852 0.1 -0.4 -0.3
H 0.025206 1.877506 -5.134209 0.0 -0.3 0.4
H -0.252200 0.153435 -4.714893 0.2 0.1 0.0
H 1.376952 0.853638 -4.579308 -0.2 0.0 -0.1
C -4.167370 1.020950 1.395311 0.2 0.1 0.2
H -4.253430 0.527102 2.376272 0.0 0.2 -0.3
H -5.142798 0.975693 0.892514 0.3 0.1 0.1
H -3.878428 2.065890 1.550895 -0.1 -0.2 0.1
C -3.940431 -1.116843 -0.385031 0.2 -0.3 0.0
H -3.452966 -1.483461 -1.295687 -0.2 -0.1 0.2
H -4.925397 -0.695760 -0.620217 0.3 -0.2 0.0
H -4.057304 -1.941177 0.332964 0.0 0.1 -0.4
Ce -0.075935 0.688697 -0.001703 3.3 -0.9 1.7
C -3.477144 2.510482 -4.753155 0.2 0.7 -0.1
C -3.178588 3.633716 -4.079625 -0.1 -0.2 -1.0
C -4.181543 4.629571 -3.590034 -0.1 0.5 0.3
C -5.418165 4.051781 -2.852371 -0.1 0.5 -0.1
C -5.219607 2.754638 -2.127023 -0.5 -0.7 -0.1
C -5.389619 1.538085 -2.682138 -0.6 0.9 0.5
C -5.703688 1.306166 -4.125384 -0.1 -0.4 -0.5
C -4.865536 2.109223 -5.161860 -0.4 -0.3 -0.3
C -0.205094 -0.840844 1.754801 0.0 -0.5 0.2
H -2.679597 1.889447 -5.175431 0.0 0.2 0.2
H -2.149180 3.986555 -4.003822 -0.3 -0.4 0.0
H -4.552863 5.260564 -4.423482 0.3 -0.3 0.3
H -3.652949 5.318295 -2.910183 -0.2 -0.2 -0.2
H -5.702906 4.803441 -2.099514 -0.1 -0.2 -0.3
H -6.251609 3.976895 -3.568372 0.2 -0.1 0.3
H -5.046185 2.862466 -1.050508 -0.1 -0.2 -0.2
H -5.487584 0.639621 -2.063735 0.4 0.4 0.0
H -6.768128 1.527685 -4.333181 0.4 -0.2 0.2
H -5.581076 0.230556 -4.327212 -0.1 0.3 0.0
H -4.769490 1.460225 -6.048060 -0.1 0.4 0.2
H -5.452262 2.987527 -5.476380 0.4 -0.2 0.1
H 0.526822 -1.598626 1.413887 0.0 0.2 0.2
H -1.201194 -1.298997 1.855466 0.8 0.1 0.2
H 0.125424 -0.421901 2.725463 -0.1 -0.2 -0.5
C 5.668773 -2.769555 1.596863 0.0 -0.1 0.3
C 5.006633 -1.785653 0.672352 -0.1 0.0 -0.4
C 5.547348 -1.606439 -0.601527 -0.2 0.3 0.0
C 4.965702 -0.730280 -1.522754 -0.1 -0.5 0.3
C 5.599905 -0.585171 -2.875386 0.0 0.1 -0.2
C 3.809639 -0.034598 -1.159210 -0.3 0.2 0.4
C 3.260986 -0.147039 0.141211 1.1 -0.5 -0.4
C 3.872150 -1.055768 1.038416 -0.4 0.2 0.0
N 2.167391 0.670822 0.517922 -3.0 0.2 -0.8
C 2.383749 1.785912 1.457761 1.0 -0.5 -0.2
C 2.894348 1.277051 2.806270 -0.2 0.3 0.4
C 3.411837 2.765016 0.872558 -0.1 0.2 0.1
C 1.068630 2.527867 1.681052 -0.3 0.3 0.2
H 5.673083 -3.788163 1.177465 0.0 0.4 0.1
H 6.717608 -2.482069 1.764293 -0.3 -0.1 0.0
H 5.151377 -2.801147 2.560109 0.2 0.0 -0.1
H 6.444415 -2.167071 -0.887040 -0.3 0.2 0.1
H 6.660145 -0.324879 -2.762583 -0.3 0.0 -0.1
H 5.556624 -1.517705 -3.456307 0.0 0.2 0.2
H 5.097302 0.198665 -3.446604 0.2 -0.1 -0.1
H 3.322411 0.643657 -1.872105 0.3 -0.2 0.3
H 3.451830 -1.198738 2.039715 0.1 0.0 -0.4
H 2.233044 0.507229 3.218390 0.1 0.1 0.0
H 3.902786 0.867284 2.709371 -0.2 0.1 0.1
H 2.919093 2.118180 3.512147 0.1 -0.2 -0.1
H 3.135902 3.058876 -0.147887 0.1 0.0 0.1
H 3.436028 3.664122 1.504332 0.2 -0.2 -0.2
H 4.410058 2.308583 0.850221 -0.3 0.1 0.0
H 0.682747 3.020081 0.760810 0.0 0.0 0.1
H 1.252681 3.355184 2.373809 -0.2 -0.1 -0.1
H 0.295573 1.903551 2.180655 0.1 0.2 0.0